Here is a structure of composition C28H21Br2N6O2RuS at a distorted geometry from the OMol25 dataset. Energies are from ωB97M-V/def2-TZVPD.

Atoms and positions in Å:
Ru 0.61868 0.86146 -0.29851
Br 3.02388 7.22446 0.40119
C 2.24448 5.59826 -0.18051
C 2.91318 4.76446 -1.07761
C 2.33428 3.54986 -1.39821
N 1.15638 3.14376 -0.92561
C 0.43938 4.01796 -0.18991
C 0.97308 5.22746 0.24449
C -0.99202 3.69556 -0.07421
C -1.93562 4.71736 0.01889
C -3.27852 4.42436 -0.19341
Br -4.59742 5.78976 -0.16941
C -3.62322 3.10706 -0.48041
C -2.62632 2.15076 -0.48371
N -1.33642 2.41516 -0.28901
H 3.86108 5.05306 -1.50411
H 2.83908 2.88976 -2.09211
H 0.41398 5.87626 0.89799
H -1.63152 5.73366 0.20869
H -4.64092 2.83726 -0.70311
H -2.90562 1.12966 -0.69171
S -4.46152 -3.39044 -0.16591
C -3.07052 -2.26334 -0.16661
C -2.52622 -1.77464 1.01949
C -1.54722 -0.79964 0.94959
N -1.06862 -0.35924 -0.21731
C -1.56602 -0.83964 -1.36101
C -2.58482 -1.77524 -1.38161
C -3.79222 -4.89584 0.58699
C -3.80522 -5.21024 1.93679
C -3.41942 -6.50294 2.29969
N -3.05622 -7.35594 1.38079
C -3.01572 -7.09424 0.10939
C -3.38982 -5.83344 -0.35711
H -2.87642 -2.12384 1.97649
H -1.12242 -0.36214 1.85159
H -1.13662 -0.43314 -2.27991
H -2.99322 -2.11224 -2.32111
H -4.12932 -4.52054 2.69979
H -3.42802 -6.84594 3.32569
H -2.70382 -7.87804 -0.56931
H -3.38842 -5.61754 -1.41471
C 2.10988 -3.06984 -0.64261
O 1.55168 -1.74534 -0.87691
C 1.29158 -0.96634 0.10649
O 1.38198 -1.05984 1.29859
H 1.47798 -3.79034 -1.15831
H 2.14968 -3.27754 0.42609
H 3.10828 -3.10004 -1.07721
N 5.66738 1.49786 3.45539
C 5.22108 1.32606 2.41859
C 4.65558 1.10466 1.13139
C 5.45268 0.73756 0.04089
C 4.83618 0.49226 -1.17811
C 3.46038 0.62526 -1.27201
N 2.70918 0.99516 -0.22911
C 3.27608 1.22766 0.95009
H 6.52638 0.65956 0.14699
H 5.40998 0.17486 -2.03561
H 2.92618 0.43616 -2.20301
H 2.61998 1.51316 1.77679

Atoms 1-3, force components in eV/Å:
-1.7673 3.2489 -0.2271
-0.3992 -0.8352 -0.2883
0.3604 0.5436 0.1846

Summary:
Orbital gap (spin up / spin down) ... 2.999 / 3.008 eV
E_tot ... -195883.71472 eV
Strongest force on any atom ... 0.072 hartree/bohr
Total charge ... +3
LUMO level (spin up / spin down) ... -12.36 / -12.35 eV

***

Here is a structure of composition C28H21BrNO2RuS2SbTe from the OMol25 dataset. Energies are from ωB97M-V/def2-TZVPD.

Atoms and positions in Å:
Ru 0.86591 0.93008 0.64726
Br -1.71799 3.39482 0.90098
C -0.87262 2.97402 2.53586
C -1.30377 3.53821 3.72508
C -0.64050 3.17251 4.88711
C 0.41412 2.27010 4.82425
C 0.76685 1.76756 3.58812
N 0.13213 2.12122 2.46390
C 1.90308 0.78435 3.40703
O 2.59701 0.42139 4.30903
O 2.06488 0.39289 2.14265
H -2.12809 4.23521 3.73618
H -0.94922 3.59114 5.83511
H 0.96429 1.95128 5.69787
S -0.46587 -0.79843 1.45232
Sb -0.90728 -2.01211 -0.52101
C 0.07970 -0.56589 -1.68775
C 1.19997 -0.74419 -2.47075
C 1.85856 0.36868 -3.01360
C 1.44868 1.64135 -2.69110
C 0.34476 1.84193 -1.84592
C -0.38739 0.74646 -1.38814
C -0.14778 -3.94499 -0.51723
C -0.65399 -4.78601 0.47347
C -0.20274 -6.09418 0.54389
C 0.73493 -6.55432 -0.36906
C 1.22766 -5.71597 -1.35830
C 0.78851 -4.40370 -1.43952
C -2.96871 -2.03087 -0.77594
C -3.73296 -0.96265 -0.30986
C -5.10821 -0.99858 -0.47251
C -5.70664 -2.09305 -1.08186
C -4.94108 -3.15930 -1.53119
C -3.56246 -3.13484 -1.38080
H 1.57476 -1.73268 -2.69477
H 2.69996 0.21883 -3.67603
H 1.95100 2.50250 -3.10915
H -0.02560 2.84653 -1.67768
H -1.37304 0.89891 -0.95804
H -1.38566 -4.43473 1.19272
H -0.58343 -6.75266 1.31187
H 1.08240 -7.57638 -0.31108
H 1.95393 -6.08410 -2.06922
H 1.17392 -3.76753 -2.22371
H -3.27347 -0.12620 0.20528
H -5.71589 -0.17919 -0.11402
H -6.78126 -2.11826 -1.19970
H -5.41614 -4.01127 -1.99651
H -2.96740 -3.96918 -1.73196
Te 3.03945 2.60498 0.80345
C 3.49991 4.06224 -0.56151
C 3.78891 5.36024 -0.16256
C 4.30165 6.15026 -1.20373
C 4.45372 5.43874 -2.36730
S 3.96631 3.81897 -2.20513
H 3.62562 5.72207 0.84195
H 4.56433 7.19201 -1.10328
H 4.85227 5.79178 -3.30545

Atoms 1-3, force components in eV/Å:
-0.1427 -0.4564 0.4475
0.0151 -0.0102 -0.0130
-0.0863 0.0920 0.0625

Summary:
Energy relative to the best compared isomer or geometry (same formula, charge and spin) ... 0.00 kcal per mole
Orbital gap (spin up / spin down) ... 6.689 / 5.720 eV
E_tot ... -143070.19872 eV
Strongest force on any atom ... 0.013 hartree/bohr
Multiplicity ... 5
Total charge ... +2
<S²> ... 6.038
LUMO level (spin up / spin down) ... -7.16 / -8.33 eV

***

Here is a structure of composition C28H21Cl3FN4O11S3Ti from the OMol25 dataset. Energies are from ωB97M-V/def2-TZVPD.

Atoms and positions in Å:
Ti 2.27532 -1.19255 0.37350
O -0.02514 -0.33086 3.50573
S 0.70795 -1.11928 2.57122
O 0.21814 -1.12527 1.17804
O 2.14763 -0.73600 2.41177
C 0.61760 -2.82222 3.08503
C -0.08284 -3.04839 4.25751
C -0.31951 -4.34516 4.69817
C 0.13443 -5.41657 3.95763
C 0.84512 -5.20043 2.78245
C 1.09570 -3.91538 2.33445
S 2.12987 -3.80610 0.87481
O 3.21906 -2.88336 1.27124
O 2.48600 -5.12993 0.50356
O 1.39411 -3.01665 -0.16035
H -0.45134 -2.19640 4.81030
H -0.86666 -4.50592 5.61711
H -0.05333 -6.42898 4.28872
H 1.22594 -6.02868 2.20270
F 2.66161 2.31681 -4.18379
C 3.26223 2.51053 -3.00246
C 4.03019 1.56437 -2.45660
N 4.60680 1.71584 -1.21762
C 5.38371 0.64280 -0.59386
C 4.94991 -0.73128 -1.09525
O 5.72210 -1.45299 -1.66513
O 3.67072 -1.00558 -0.91462
C 4.45919 2.88569 -0.49648
O 4.92835 3.04631 0.60859
N 3.72726 3.86821 -1.13758
C 2.99713 3.76612 -2.31765
O 2.24017 4.63774 -2.68097
H 4.20192 0.63128 -2.97625
H 5.21883 0.71219 0.48184
H 6.44686 0.76518 -0.79002
H 3.58447 4.71119 -0.59891
Cl -4.92429 1.75918 3.37721
C -4.12620 1.74497 1.84037
C -2.83847 1.25167 1.73635
C -2.23616 1.21986 0.49110
C -2.87975 1.66966 -0.66285
C -2.23832 1.56064 -2.02693
C -0.98928 2.43002 -2.20965
N 0.09693 2.04603 -1.32292
C 0.48451 2.69944 -0.17817
C 1.36600 1.87951 0.45180
N 1.52232 0.73525 -0.30132
C 0.74427 0.87172 -1.35814
O -1.89380 0.23903 -2.46338
C -2.23195 -0.91772 -1.70225
C -3.70905 -1.07792 -1.49288
C -4.28753 -1.60408 -0.37834
Cl -3.47349 -2.23110 0.99747
S -6.00144 -1.59844 -0.44958
C -5.96585 -0.89261 -2.00868
C -4.69691 -0.67492 -2.43967
C -4.16528 2.19078 -0.50274
Cl -5.06026 2.83682 -1.85059
C -4.79571 2.22541 0.72933
H -2.31405 0.87582 2.60416
H -1.24793 0.78677 0.43860
H -2.94415 1.94680 -2.76309
H -1.23411 3.47217 -2.00864
H -0.65092 2.35038 -3.24173
H 0.09917 3.67094 0.07579
H 1.88590 2.02287 1.38452
H 0.61444 0.15064 -2.14790
H -1.71311 -0.95065 -0.74156
H -1.84622 -1.74183 -2.30530
H -6.88852 -0.67369 -2.52084
H -4.45273 -0.22949 -3.39340
H -5.79755 2.61974 0.81701

Atoms 1-3, force components in eV/Å:
0.4240 -0.1339 -0.4139
0.0144 -0.0326 0.0204
-0.1072 0.2271 0.0683

Summary:
Energy relative to the best compared isomer or geometry (same formula, charge and spin) ... 20.67 kcal per mole
Orbital gap (spin up / spin down) ... 8.624 / 8.666 eV
E_tot ... -153770.83438 eV
Strongest force on any atom ... 0.012 hartree/bohr
Multiplicity ... 2
<S²> ... 0.752
LUMO level (spin up / spin down) ... -0.33 / -0.29 eV